# C26H35N4O2PtSSiTe

A structure of composition C26H35N4O2PtSSiTe (wB97M-V/def2-TZVPD, the Open Molecules 2025 dataset).

Last column: Mulliken charge in e.
Positions of all 71 atoms, in Å:
Pt1 1.14302 -0.06323 -0.10521  2.1439
O1 3.34049 -0.28571 -3.87781  -0.8235
C1 2.83328 -0.38822 -2.75599  0.0170
O2 2.66537 0.50398 -1.88691  -0.4672
C2 2.36751 -1.78649 -2.32054  0.4452
C3 2.61264 -2.88524 -3.13081  -0.5206
C4 2.25291 -4.14601 -2.68702  -0.3788
C5 1.67716 -4.27740 -1.43111  -0.6307
C6 1.45489 -3.13734 -0.68450  -0.3150
N1 1.76790 -1.92354 -1.13316  0.1121
H1 3.08738 -2.71859 -4.08650  0.5234
H2 2.41450 -5.01495 -3.31267  0.4056
H3 1.40206 -5.24769 -1.04217  0.4270
H4 1.00246 -3.17711 0.29790  0.2937
Te1 3.22593 -0.41664 1.52469  -0.0114
C7 2.42466 -1.15200 3.33940  0.0190
C8 3.16916 -0.98757 4.50765  -0.5694
C9 2.70815 -1.46947 5.72230  -0.5466
C10 1.48127 -2.11842 5.79473  -0.4969
C11 0.73251 -2.28726 4.63859  -0.6350
C12 1.20883 -1.82382 3.42084  0.1723
H5 4.12178 -0.47243 4.45049  0.3286
H6 3.29842 -1.32639 6.62047  0.3320
H7 1.11209 -2.47806 6.74783  0.3582
H8 -0.23604 -2.77129 4.68943  0.3986
H9 0.61981 -1.97019 2.52416  0.1861
C13 2.62522 3.64752 -1.61639  -0.9567
N2 1.17569 3.56136 -1.78738  0.2156
C14 0.76534 3.44730 -3.18163  -1.1965
C15 0.39525 3.07651 -0.80159  0.2096
S1 1.03572 2.37822 0.60586  -0.3987
N3 -0.93898 3.27209 -0.94089  0.4803
C16 -1.46145 4.46303 -1.58240  -1.2090
C17 -1.88403 2.57463 -0.08418  -0.8619
H10 3.00341 4.36820 -2.34386  0.3388
H11 3.09616 2.67649 -1.77940  0.3073
H12 2.85567 3.97845 -0.60769  0.3977
H13 1.48003 2.80860 -3.70477  0.4018
H14 0.74358 4.42786 -3.66551  0.3098
H15 -0.21248 2.98162 -3.25798  0.3872
H16 -0.64969 5.13835 -1.84365  0.3986
H17 -2.12584 4.98079 -0.88597  0.3846
H18 -2.02872 4.22788 -2.48746  0.2971
H19 -1.45970 1.63556 0.25891  -0.2222
H20 -2.78944 2.36207 -0.65715  0.4724
H21 -2.14803 3.17678 0.79054  0.3076
C18 -1.51656 -2.60651 -2.05711  -1.1797
Si1 -1.73245 -0.84366 -1.35751  0.2110
C19 -1.01793 0.35775 -2.65398  -0.5231
C20 -3.60977 -0.50487 -1.45475  -1.6446
N4 -1.03131 -0.55264 0.17624  -0.7662
C21 -1.68220 -0.45242 1.37650  0.1739
C22 -1.12884 0.27635 2.45099  0.4697
C23 -1.81444 0.45303 3.63767  -0.9085
C24 -3.08253 -0.08855 3.81916  -0.6767
C25 -3.63046 -0.84516 2.79229  -0.7063
C26 -2.94605 -1.04021 1.60410  -0.6473
H22 -2.38721 -2.89996 -2.64944  0.4252
H23 -1.39687 -3.33999 -1.25742  0.2991
H24 -0.64120 -2.67120 -2.70600  0.2317
H25 -1.02050 -0.08298 -3.65602  0.5033
H26 0.01226 0.63860 -2.42245  -0.2684
H27 -1.61263 1.27599 -2.68948  0.1563
H28 -3.87779 -0.15117 -2.45380  0.4730
H29 -3.92402 0.25169 -0.73184  0.3875
H30 -4.19272 -1.40912 -1.26280  0.4053
H31 -0.14678 0.71081 2.32602  0.2250
H32 -1.35006 1.02000 4.43691  0.4345
H33 -3.63555 0.08632 4.73405  0.3787
H34 -4.61329 -1.28782 2.91750  0.3596
H35 -3.38693 -1.65647 0.82967  0.3561

Atoms 1-3, force components in eV/Å:
Pt 0.3193 -0.1761 0.3914
O -0.0868 -0.1940 0.0350
C 0.0066 0.2019 -0.0268

## Properties
Relative energy (zero: lowest compared OMol25 entry of this formula, charge and spin) = 2.445 eV
E_tot = -66841.2748 eV
HOMO-LUMO gap = 5.69 eV
Total charge = -1